Record 1
A molecular structure, C49H50Cl4IN3O3SSiW. Source: the OMol25 dataset; level of theory: wB97M-V/def2-TZVPD.

## Properties
Charge: +2

```
113
Properties=species:S:1:pos:R:3:mulliken_charge:R:1
W -0.42 -0.25 0.23 0.21
O -0.04 -2.03 -0.14 0.09
C 0.69 -2.84 -1.08 2.84
C 1.44 -1.84 -1.96 -2.09
C 0.54 -0.83 -2.63 0.46
C 0.55 -0.74 -4.01 -0.91
C -0.27 0.17 -4.66 -1.44
C -1.08 0.98 -3.90 -0.66
C -1.07 0.87 -2.52 0.61
C -1.94 1.78 -1.69 -1.13
C -1.12 2.61 -0.68 2.89
O -0.67 1.58 0.24 0.76
C -1.94 3.64 0.06 -0.57
C -3.30 3.43 0.29 -0.57
C -4.06 4.37 0.97 -0.75
C -3.47 5.54 1.43 -0.65
C -2.11 5.75 1.23 -0.96
C -1.36 4.81 0.55 -0.24
C 0.07 3.26 -1.37 -0.80
C 1.35 3.14 -0.86 -0.16
C 2.43 3.71 -1.52 -0.97
C 2.24 4.39 -2.71 -0.79
C 0.95 4.56 -3.19 -0.93
C -0.13 4.01 -2.52 -0.20
N -0.26 -0.02 -1.89 0.94
C 1.64 -3.68 -0.24 -0.21
C 1.09 -4.42 0.81 0.32
C 1.90 -5.21 1.61 -1.00
C 3.27 -5.28 1.37 -0.73
C 3.81 -4.56 0.32 -1.09
C 3.00 -3.76 -0.48 -0.40
C -0.27 -3.67 -1.91 0.49
C 0.08 -4.96 -2.31 -0.63
C -0.77 -5.70 -3.12 -0.83
C -1.97 -5.16 -3.55 -0.99
C -2.33 -3.88 -3.16 -0.93
C -1.48 -3.13 -2.36 0.12
H 1.96 -2.39 -2.74 0.92
H 2.18 -1.31 -1.36 0.05
H 1.19 -1.41 -4.57 0.62
H -0.26 0.24 -5.74 0.50
H -1.73 1.71 -4.36 0.62
H -2.64 1.16 -1.12 -0.88
H -2.52 2.44 -2.34 0.96
H -3.78 2.52 -0.06 0.22
H -5.12 4.20 1.13 0.50
H -4.06 6.28 1.95 0.44
H -1.64 6.65 1.59 0.45
H -0.30 4.99 0.39 0.45
H 1.46 2.69 0.12 1.53
H 3.43 3.65 -1.09 0.55
H 3.08 4.82 -3.24 0.45
H 0.78 5.14 -4.09 0.50
H -1.13 4.18 -2.89 0.45
H 0.03 -4.39 0.98 0.30
H 1.46 -5.78 2.42 0.50
H 3.90 -5.90 1.99 0.45
H 4.87 -4.61 0.12 0.48
H 3.46 -3.21 -1.29 0.50
H 1.01 -5.40 -1.98 0.53
H -0.48 -6.70 -3.42 0.49
H -2.63 -5.74 -4.18 0.44
H -3.26 -3.45 -3.50 0.55
H -1.76 -2.12 -2.08 0.18
Cl -2.00 0.92 5.89 -0.24
Si -1.34 1.60 4.10 0.02
Cl -2.65 0.84 2.67 0.13
Cl -1.45 3.62 4.03 -0.24
C -5.74 0.13 -0.91 -0.80
C -6.06 -1.07 -0.02 -0.70
C -4.91 -1.42 0.92 -0.24
S -3.49 -1.98 -0.03 0.55
O -2.50 -0.80 -0.03 -1.22
C -2.79 -3.27 0.98 -0.07
C -2.24 -2.89 2.36 1.18
C -3.26 -2.87 3.49 -1.74
H -6.55 0.32 -1.61 0.48
H -4.84 -0.03 -1.50 0.19
H -5.60 1.03 -0.31 0.15
H -6.31 -1.94 -0.63 0.36
H -6.93 -0.86 0.60 0.41
H -5.16 -2.21 1.62 0.56
H -4.57 -0.55 1.48 -0.12
H -2.01 -3.70 0.34 -0.59
H -3.59 -4.01 1.05 1.06
H -1.75 -1.91 2.29 -1.18
H -1.45 -3.61 2.59 0.53
H -3.83 -1.94 3.52 0.34
H -2.76 -2.97 4.46 0.43
H -3.97 -3.69 3.41 0.43
Cl 3.34 -2.67 7.34 -0.19
C 2.46 -1.61 6.29 0.34
C 1.28 -2.05 5.71 -0.87
C 0.59 -1.20 4.86 -0.06
C 1.07 0.08 4.57 0.20
C 0.34 0.99 3.62 1.25
C 2.26 0.49 5.16 -0.11
C 2.96 -0.34 6.02 -1.02
H 0.91 -3.04 5.94 0.48
H -0.34 -1.54 4.42 0.41
H 0.95 1.86 3.38 0.63
H 0.20 0.45 2.68 -1.78
H 2.65 1.48 4.95 0.50
H 3.88 -0.02 6.48 0.46
I 4.84 -1.78 3.18 0.16
C 3.60 -0.84 1.86 -1.18
C 3.92 0.15 0.94 -0.27
N 2.79 0.50 0.31 -0.37
N 1.74 -0.22 0.76 0.87
C 2.23 -1.04 1.69 -0.37
H 4.86 0.62 0.71 0.64
H 2.67 1.15 -0.45 0.23
H 1.59 -1.73 2.22 0.53
```

Record 2
13 unconnected molecules or ions with the total composition C70H179N13O22 in a non-equilibrium geometry. Source: the OMol25 dataset; level of theory: wB97M-V/def2-TZVPD.

## Properties
Charge: 0

```
284
Properties=species:S:1:pos:R:3:mulliken_charge:R:1
C -10.27 20.31 16.69 -0.73
O -11.53 19.74 17.09 -0.38
C -11.62 18.34 16.93 -0.50
C -11.13 17.68 18.25 -0.80
N -11.66 18.31 19.49 -0.27
C -12.98 17.93 19.88 -0.47
C -13.02 16.73 20.82 0.03
O -14.31 16.66 21.43 -0.42
C -14.30 15.76 22.53 -0.04
H -10.35 20.63 15.65 0.27
H -9.42 19.66 16.92 0.34
H -10.07 21.23 17.25 0.26
H -11.14 17.87 16.08 0.37
H -12.56 17.82 16.78 0.40
H -10.07 17.93 18.17 0.32
H -11.15 16.59 18.32 0.39
H -11.62 19.30 19.27 0.34
H -13.67 17.70 19.07 0.19
H -13.33 18.77 20.48 0.33
H -12.10 16.86 21.39 0.38
H -12.90 15.77 20.33 -0.21
H -13.32 15.77 23.01 0.26
H -14.50 14.70 22.34 -0.13
H -15.10 15.96 23.25 0.04
C -22.05 15.06 27.40 -0.82
O -20.98 14.42 26.77 -0.32
C -21.32 13.87 25.53 -0.75
C -20.02 13.19 25.03 0.01
N -20.15 12.87 23.61 -0.33
C -19.17 11.94 23.05 -0.58
C -17.67 12.27 23.43 0.31
O -17.13 13.46 22.79 -0.18
C -17.14 13.50 21.40 -0.96
H -21.94 14.89 28.47 0.23
H -23.04 14.77 27.04 0.35
H -21.99 16.13 27.19 0.29
H -21.65 14.76 24.99 0.40
H -22.22 13.27 25.65 0.43
H -19.86 12.36 25.72 0.18
H -19.18 13.87 25.18 -0.07
H -21.13 12.64 23.49 0.27
H -19.20 12.00 21.96 0.46
H -19.42 10.93 23.35 0.16
H -17.11 11.39 23.15 -0.37
H -17.47 12.45 24.49 0.36
H -16.56 14.37 21.09 0.20
H -18.16 13.69 21.07 0.32
H -16.61 12.69 20.91 0.42
C -17.51 3.95 21.66 -1.03
O -17.26 5.40 21.83 0.13
C -16.14 5.85 21.21 0.16
C -16.18 6.31 19.70 -1.11
N -16.77 7.60 19.68 0.31
C -18.18 7.54 19.92 -0.52
C -19.00 7.25 18.62 -1.07
O -18.39 8.12 17.59 -0.21
C -19.04 7.99 16.35 -0.91
H -17.63 3.68 20.61 0.34
H -18.48 3.75 22.11 0.26
H -16.70 3.29 21.97 0.32
H -15.43 5.04 21.06 0.51
H -15.70 6.53 21.95 -0.51
H -16.76 5.60 19.12 0.13
H -15.17 6.40 19.30 0.75
H -16.60 8.07 18.80 -0.08
H -18.63 8.51 20.13 0.16
H -18.60 7.01 20.78 0.42
H -20.07 7.45 18.68 0.55
H -18.94 6.20 18.35 0.37
H -20.01 8.49 16.33 0.33
H -19.13 6.99 15.91 0.36
H -18.42 8.56 15.66 0.24
C -11.84 6.42 22.90 -0.54
O -11.71 6.41 24.29 0.69
C -10.66 5.53 24.76 -0.33
C -11.15 4.16 24.97 -0.80
N -10.20 3.11 25.54 -0.30
C -9.16 2.69 24.65 0.09
C -8.06 1.65 25.13 -0.71
O -8.66 0.31 25.07 -0.44
C -9.32 -0.14 26.17 -0.79
H -12.87 6.60 22.61 0.05
H -11.64 5.47 22.40 0.48
H -11.21 7.15 22.40 -0.35
H -10.45 5.96 25.74 0.08
H -9.73 5.60 24.19 -0.03
H -11.61 3.70 24.09 0.31
H -11.97 4.33 25.67 0.26
H -10.57 2.26 25.94 0.35
H -8.67 3.59 24.28 -0.12
H -9.75 2.30 23.82 0.38
H -7.81 1.79 26.18 0.42
H -7.18 1.69 24.48 0.26
H -9.60 0.60 26.92 0.34
H -8.74 -0.78 26.82 0.28
H -10.13 -0.79 25.85 0.27
C -15.23 9.02 23.22 -0.84
O -14.53 10.24 23.66 -0.04
C -13.11 10.08 23.74 0.73
C -12.46 11.37 24.02 -1.16
N -10.98 11.44 24.19 1.15
C -10.11 10.92 23.08 -0.28
C -10.42 11.39 21.67 0.27
O -9.99 12.77 21.46 -0.54
C -11.03 13.67 21.97 -0.07
H -16.21 8.97 23.69 0.48
H -14.84 8.03 23.46 -0.25
H -15.22 9.00 22.13 0.61
H -12.71 9.75 22.78 0.02
H -12.86 9.26 24.40 -0.66
H -12.85 11.88 24.91 0.43
H -12.66 12.21 23.34 0.12
H -10.61 12.12 24.83 -0.46
H -10.35 9.85 23.07 -0.32
H -9.06 10.95 23.35 0.38
H -11.46 11.23 21.40 -0.28
H -9.77 10.92 20.93 0.16
H -11.21 13.72 23.04 -0.14
H -12.04 13.49 21.59 -0.01
H -10.87 14.70 21.67 0.49
C -9.51 7.71 20.29 -0.73
O -10.28 6.59 19.93 -0.18
C -9.41 5.61 19.15 -0.66
C -8.57 4.74 20.16 -0.43
N -7.34 5.46 20.63 0.08
C -6.30 4.66 21.35 -1.09
C -5.83 5.26 22.68 -0.72
O -6.92 5.18 23.61 0.07
C -6.59 5.50 24.98 -0.88
H -8.76 8.02 19.57 0.69
H -8.95 7.66 21.22 0.22
H -10.20 8.52 20.55 -0.14
H -8.83 6.13 18.38 0.36
H -10.09 4.88 18.71 0.35
H -8.32 3.79 19.68 0.50
H -9.14 4.42 21.04 0.14
H -7.62 6.37 20.97 0.00
H -5.41 4.45 20.75 0.47
H -6.63 3.67 21.66 0.38
H -5.56 6.25 22.31 0.26
H -4.98 4.69 23.05 0.50
H -6.08 6.46 24.92 0.42
H -5.88 4.80 25.42 0.31
H -7.54 5.70 25.48 0.13
C -14.63 4.92 24.25 1.05
O -14.75 4.15 25.47 -0.43
C -15.71 3.16 25.29 -0.79
C -17.18 3.76 25.25 0.24
N -17.50 4.53 26.40 -0.24
C -18.65 5.48 26.36 -0.91
C -18.64 6.29 25.06 0.46
O -19.41 7.48 25.37 -0.39
C -20.25 7.82 24.29 -0.61
H -15.58 5.32 23.91 0.09
H -13.99 4.30 23.62 0.24
H -14.00 5.77 24.53 -1.12
H -15.64 2.39 26.06 0.36
H -15.40 2.59 24.41 0.36
H -17.87 2.92 25.18 0.30
H -17.28 4.32 24.32 -0.46
H -16.65 4.95 26.75 0.37
H -18.54 6.08 27.26 0.36
H -19.53 4.84 26.31 0.23
H -18.88 5.69 24.18 0.17
H -17.66 6.69 24.79 -0.05
H -20.65 8.77 24.64 0.25
H -21.12 7.16 24.40 0.40
H -19.95 7.76 23.25 0.13
C -8.27 10.71 26.90 -1.10
O -9.61 11.26 26.98 0.23
C -10.32 10.66 28.03 -0.94
C -10.95 9.44 27.31 0.25
N -12.25 9.08 27.96 -0.32
C -13.07 8.25 27.12 1.04
C -13.91 7.23 27.91 -0.31
O -14.67 7.87 28.94 -0.38
C -15.65 7.04 29.67 -0.52
H -7.84 10.94 27.87 0.49
H -7.57 11.27 26.29 0.06
H -8.19 9.64 26.75 0.39
H -11.11 11.23 28.52 0.51
H -9.62 10.27 28.77 0.33
H -10.16 8.69 27.26 0.01
H -11.20 9.82 26.31 -0.20
H -12.72 9.95 28.17 0.31
H -12.41 7.67 26.47 -0.67
H -13.66 8.83 26.42 0.06
H -13.33 6.36 28.19 0.42
H -14.59 6.72 27.23 -0.13
H -15.18 6.08 29.89 0.35
H -16.49 6.80 29.03 0.02
H -16.06 7.46 30.59 0.27
C -15.63 14.43 26.29 0.14
O -14.96 15.63 25.99 -0.25
C -15.76 16.85 25.90 -0.53
C -15.03 18.15 26.11 -0.69
N -13.80 18.34 25.46 0.22
C -13.16 19.67 25.66 -0.77
C -13.65 20.71 24.56 -0.35
O -12.80 21.89 24.89 -0.33
C -13.41 23.13 24.64 -0.70
H -15.04 13.64 25.83 -0.25
H -16.61 14.30 25.85 -0.14
H -15.66 14.30 27.37 0.41
H -16.55 16.90 26.65 0.51
H -16.29 16.82 24.95 0.26
H -14.86 18.33 27.17 0.30
H -15.62 18.99 25.74 0.27
H -13.22 17.51 25.40 0.07
H -12.10 19.47 25.50 0.21
H -13.25 20.14 26.64 0.28
H -14.71 20.82 24.78 0.32
H -13.62 20.43 23.51 0.33
H -12.76 23.55 23.87 0.25
H -13.62 23.56 25.61 0.25
H -14.35 22.99 24.11 0.31
C -4.31 8.42 20.89 -1.36
C -4.77 8.43 19.42 0.78
C -5.30 9.90 18.92 -1.01
O -6.31 10.49 19.85 0.05
C -6.73 11.80 19.43 -0.86
N -3.66 7.96 18.58 -0.76
H -3.52 9.15 21.09 0.46
H -3.93 7.42 21.08 0.40
H -5.20 8.73 21.43 0.20
H -5.54 7.66 19.40 -0.04
H -5.70 9.96 17.91 0.35
H -4.42 10.54 19.03 0.44
H -7.14 11.79 18.42 0.38
H -5.81 12.39 19.36 0.41
H -7.48 12.20 20.11 0.03
H -3.08 8.79 18.56 0.33
H -4.07 7.90 17.66 0.29
C -5.98 12.12 23.31 -1.49
C -5.01 12.82 24.24 1.75
C -4.23 11.73 25.12 -1.25
O -5.07 11.12 26.12 0.04
C -4.55 10.62 27.31 -0.97
N -4.18 13.64 23.41 -0.85
H -6.95 12.60 23.21 0.02
H -6.06 11.04 23.43 0.33
H -5.58 12.07 22.29 0.54
H -5.42 13.64 24.84 -0.25
H -3.38 12.24 25.57 0.38
H -3.95 10.91 24.46 0.37
H -3.65 10.04 27.08 0.35
H -5.39 10.17 27.85 0.21
H -4.20 11.46 27.91 0.34
H -4.54 14.43 22.91 0.27
H -3.63 14.17 24.07 0.28
C -9.27 14.29 25.33 0.17
C -9.05 15.58 26.12 0.08
C -7.54 15.98 26.20 -1.34
O -6.57 14.98 26.58 -0.23
C -6.84 14.53 27.92 -0.77
N -9.91 16.65 25.59 -0.69
H -8.95 13.51 26.02 -0.28
H -8.81 14.23 24.34 0.22
H -10.34 14.14 25.22 0.10
H -9.43 15.64 27.14 0.47
H -7.46 16.98 26.63 0.46
H -7.27 16.26 25.19 0.42
H -6.19 13.74 28.29 0.29
H -7.88 14.25 28.09 0.20
H -6.84 15.32 28.66 0.38
H -9.65 17.55 25.98 0.26
H -10.75 16.43 26.10 0.16
C -14.93 8.72 16.45 -1.29
C -13.91 9.55 17.20 0.43
C -14.53 10.72 18.06 -0.77
O -13.57 11.44 18.89 -0.28
C -14.12 12.41 19.70 -0.69
N -13.21 8.61 18.10 -0.50
H -14.37 7.94 15.93 0.38
H -15.38 9.42 15.75 0.39
H -15.72 8.16 16.95 0.12
H -13.19 9.91 16.46 0.43
H -15.32 10.28 18.66 0.33
H -15.01 11.46 17.42 0.43
H -14.17 12.10 20.75 0.11
H -15.07 12.89 19.45 0.61
H -13.42 13.24 19.82 0.13
H -12.63 9.26 18.60 0.15
H -13.91 8.35 18.77 0.08
```

Record 3
2 unconnected molecules or ions with the total composition C20H25FN in a non-equilibrium geometry. Source: the OMol25 dataset; level of theory: wB97M-V/def2-TZVPD.

## Properties
Charge: +1

```
47
Properties=species:S:1:pos:R:3:mulliken_charge:R:1
F -0.13 -2.82 3.58 -0.33
C -1.03 -2.18 2.76 0.02
C -2.04 -2.95 2.18 -0.41
C -2.90 -2.30 1.28 -0.60
C -2.76 -0.95 1.01 -0.75
C -1.74 -0.15 1.62 1.31
C -1.70 1.23 1.28 -0.50
C -0.93 2.32 1.77 1.16
C -1.24 3.62 1.25 -0.52
C -0.54 4.75 1.64 -0.73
C 0.52 4.64 2.57 -0.29
C 0.84 3.38 3.10 -1.04
C 0.13 2.24 2.72 -0.01
C -0.85 -0.83 2.52 -0.39
H -2.14 -4.00 2.41 0.47
H -3.70 -2.87 0.80 0.42
H -3.45 -0.45 0.32 0.41
H -2.48 1.52 0.57 0.20
H -2.06 3.70 0.53 0.39
H -0.80 5.72 1.23 0.40
H 1.07 5.53 2.87 0.41
H 1.65 3.29 3.82 0.42
H 0.38 1.30 3.18 0.33
H -0.04 -0.31 3.02 0.52
C 1.46 -3.25 -2.86 -1.65
C 1.32 -2.27 -1.71 0.65
C 0.45 -2.83 -0.60 -1.39
C 0.77 -0.92 -2.20 0.02
C 1.63 -0.27 -3.31 -0.86
C 1.51 1.24 -3.06 -0.73
C 1.14 1.38 -1.57 -0.45
N 0.70 0.08 -1.18 0.13
H 0.48 -3.44 -3.33 0.36
H 2.15 -2.89 -3.63 0.40
H 1.84 -4.21 -2.49 0.42
H 2.33 -2.07 -1.31 0.20
H -0.58 -2.98 -0.93 0.35
H 0.85 -3.79 -0.26 0.43
H 0.44 -2.16 0.27 0.22
H -0.23 -1.14 -2.62 0.15
H 2.67 -0.58 -3.20 0.39
H 1.28 -0.57 -4.30 0.39
H 2.43 1.77 -3.31 0.36
H 0.70 1.65 -3.68 0.31
H 2.05 1.67 -1.00 0.25
H 0.39 2.17 -1.38 0.19
H 0.13 -0.03 -0.35 -0.08
```

Table of highest occupied orbital energy (eV), in record order: -12.93, -7.66, -10.54
Table of E_LUMO (Ha), in record order: -0.1982, 0.0189, -0.2302